Entry 1:
Formula: C3H3N3O2
Source: OMol25
Level of theory: ωB97M-V/def2-TZVPD

Summary:
Energy relative to the best compared isomer or geometry (same formula, charge and spin), kcal/mol: 171.1
Net charge: 0
Total energy, hartree: -430.64838
Highest occupied orbital energy, hartree: -0.374
Orbital gap, eV: 9.13

Atoms and positions in Å:
O 1.139 -0.148 1.941
N 0.051 -0.666 1.262
O -0.756 -1.495 1.654
C 0.030 -0.187 -0.027
C 0.441 1.124 -0.157
N 0.016 1.746 -1.409
N -0.349 0.461 -2.128
C -0.466 -0.686 -1.261
H 0.627 1.946 0.622
H -0.792 0.579 -3.000
H -0.941 -1.675 -1.785

Entry 2:
Formula: C3H3N3O2
Source: OMol25
Level of theory: ωB97M-V/def2-TZVPD

Summary:
Energy relative to the best compared isomer or geometry (same formula, charge and spin), kcal/mol: 150.0
Net charge: 0
Total energy, hartree: -430.68200
Highest occupied orbital energy, hartree: -0.361
Orbital gap, eV: 9.44

Atoms and positions in Å:
O -0.259 -2.241 0.342
C -0.105 -0.978 0.257
C -0.456 0.212 1.002
C -0.666 1.526 0.620
N -0.042 1.941 -0.624
N 0.502 0.902 -1.273
N 0.388 -0.361 -0.953
O 1.060 -1.123 -1.698
H -0.852 -0.013 2.043
H -0.901 2.206 1.369
H 1.331 -2.071 -1.085

Entry 3:
Formula: C3H3N3O2
Source: OMol25
Level of theory: ωB97M-V/def2-TZVPD

Summary:
Energy relative to the best compared isomer or geometry (same formula, charge and spin), kcal/mol: 300.2
Net charge: 0
Total energy, hartree: -430.44265
Highest occupied orbital energy, hartree: -0.383
Orbital gap, eV: 8.72

Atoms and positions in Å:
C 0.622 -0.035 -0.139
C -0.635 -0.370 -0.225
C -1.906 0.363 -0.321
H 2.544 0.541 1.124
H 1.467 1.962 0.895
H -1.826 1.534 -1.454
N 1.529 1.111 -0.098
N 0.545 -2.096 -0.047
N -0.674 -1.731 -0.177
O 1.368 -1.024 0.023
O -3.033 -0.255 0.420